C7H12N2O2 | ωB97M-V/def2-TZVPD

Structure (ORCA input):
```
! wB97M-V def2-TZVPD RIJCOSX def2/J DEFGRID3
* xyz 0 1
H -4.89 1.63 0.22
H 4.29 -0.27 1.59
C 1.11 -1.43 -0.36
H 0.32 -0.68 -0.38
H -2.60 2.17 -0.62
H 0.82 -2.46 -0.56
H 0.99 1.13 0.34
H 4.36 1.24 0.65
H -3.90 -2.34 0.39
C 4.12 0.16 0.60
O -1.87 0.26 -0.33
O -4.41 -0.35 0.66
N 2.76 0.04 0.16
H 2.53 2.09 0.02
C 1.96 1.17 -0.20
H -1.60 -1.75 -0.56
C -2.89 1.18 -0.28
C -3.55 -1.32 0.20
C -2.34 -1.02 -0.25
N 2.35 -1.22 -0.11
C -4.10 0.90 0.19
H 1.73 1.19 -1.29
H 4.80 -0.32 -0.12
*
```

Properties
- SMILES = C1=COC=CO1.C=NN(C)C
- LUMO energy (eV) = 0.9
- DFT total energy (eV) = -14524.6376
- energy above the lowest of the compared OMol25 structures with the same formula, charge and spin (kcal per mole) = 118.82

---

C7H12N2O2 | ωB97M-V/def2-TZVPD

Structure (ORCA input):
```
! wB97M-V def2-TZVPD RIJCOSX def2/J DEFGRID3
* xyz 0 1
C 1.13 0.00 -2.37
H 2.67 -2.03 -0.62
N -0.96 -0.08 0.71
C -2.16 0.31 2.77
H -1.59 2.23 -1.73
H 0.52 -0.62 -2.96
O -1.66 0.80 1.54
C 0.62 0.05 -0.93
H 1.12 1.10 -2.71
H 2.97 -1.62 1.12
H 2.11 -0.39 -2.27
H -1.47 -0.46 3.20
H 3.53 -0.44 -0.15
N 0.64 -0.59 1.27
C 1.34 -0.52 0.19
C -1.68 1.20 -1.38
H -1.84 0.70 -2.39
C -0.71 0.42 -0.59
H -3.19 -0.17 2.43
O 0.82 -1.08 2.38
H -2.30 1.28 3.31
C 2.71 -1.16 0.17
H -2.64 1.07 -0.98
*
```

Properties
- SMILES = COn1c(C)c(C)c(C)[n+]1[O-]
- LUMO energy (eV) = 0.9
- DFT total energy (eV) = -14522.5889
- energy above the lowest of the compared OMol25 structures with the same formula, charge and spin (kcal per mole) = 166.06

---

C7H12N2O2 | ωB97M-V/def2-TZVPD

Structure (ORCA input):
```
! wB97M-V def2-TZVPD RIJCOSX def2/J DEFGRID3
* xyz 0 1
N 1.92 -0.12 -1.83
C 2.50 -1.04 -1.18
N -1.00 1.13 -0.55
H -0.88 -2.71 1.18
H 0.33 -1.66 1.92
C 0.04 -2.15 0.99
C -0.18 -1.15 -0.10
H 0.82 -2.86 0.72
C -2.07 2.10 -0.40
H -2.13 2.39 0.65
C -1.22 -0.09 0.21
H -0.32 -1.60 -1.08
O 1.16 1.70 0.89
H -0.86 0.91 -1.53
H -2.22 -0.52 0.00
O 3.03 0.55 1.26
C 1.57 -0.27 -0.39
C 1.99 0.70 0.67
H -1.19 0.17 1.27
H 3.20 -1.83 -1.25
H -3.04 1.72 -0.72
H 0.36 1.64 0.28
H -1.82 2.99 -0.98
*
```

Properties
- LUMO energy (eV) = 0.8
- DFT total energy (eV) = -14525.9842
- energy above the lowest of the compared OMol25 structures with the same formula, charge and spin (kcal per mole) = 87.76

---

C7H12N2O2S | ωB97M-V/def2-TZVPD

Structure (ORCA input):
```
! wB97M-V def2-TZVPD RIJCOSX def2/J DEFGRID3
* xyz 0 1
N 2.09 -1.46 -0.09
H -1.04 -2.24 0.95
C -1.38 -0.64 -1.39
H 3.15 1.97 0.70
H -1.75 2.20 -1.59
C -2.23 1.57 -0.84
S 2.34 0.06 -0.49
H -0.92 -2.60 -1.90
H -3.19 1.21 -1.22
N -1.40 0.42 -0.48
O 3.11 0.32 -1.66
H 2.73 0.64 1.81
H -0.34 1.20 1.20
C 0.83 -1.31 0.62
O 0.92 1.03 -0.49
C -0.87 -1.85 -1.14
C -0.26 -2.25 0.18
C 3.21 0.91 0.88
H -1.86 -0.44 -2.34
H 4.24 0.56 0.86
C -0.26 0.70 0.24
H 0.14 -3.26 0.10
H 0.95 -1.18 1.69
H -2.40 2.16 0.06
*
```

Properties
- LUMO energy (eV) = 0.6
- DFT total energy (eV) = -25358.7345
- energy above the lowest of the compared OMol25 structures with the same formula, charge and spin (kcal per mole) = 149.72

---

C7H12N2O3S | ωB97M-V/def2-TZVPD

Structure (ORCA input):
```
! wB97M-V def2-TZVPD RIJCOSX def2/J DEFGRID3
* xyz 0 1
C -0.18 -0.45 0.74
N 0.06 0.60 -0.03
H -1.80 -3.10 0.38
C 1.80 1.62 1.17
H 3.26 1.34 -0.54
C -0.45 -1.08 -1.35
H 3.66 0.52 1.04
S -3.69 0.31 -0.29
H 0.17 0.74 -2.22
H 2.65 -0.25 -0.01
C 0.62 1.90 0.24
H -0.11 2.53 0.78
C 2.86 0.80 0.37
H -0.69 -1.66 -2.14
N -0.45 -1.51 -0.04
O -2.79 0.39 -1.36
C -0.75 -2.83 0.39
H 2.35 2.51 1.36
C -0.10 0.23 -1.36
H -0.04 -3.41 -0.23
O -4.67 1.34 -0.04
H -0.39 -2.84 1.46
O -3.76 -0.94 0.44
H 1.49 0.93 1.98
H 0.93 2.30 -0.76
*
```

Properties
- LUMO energy (eV) = -1.0
- DFT total energy (eV) = -27407.6140
- energy above the lowest of the compared OMol25 structures with the same formula, charge and spin (kcal per mole) = 97.82

---

C7H12N2OS | ωB97M-V/def2-TZVPD

Structure (ORCA input):
```
! wB97M-V def2-TZVPD RIJCOSX def2/J DEFGRID3
* xyz 0 1
H -1.97 -1.47 1.71
N 2.52 1.03 -0.19
H -2.84 -0.40 -0.74
H -1.49 0.99 -0.57
C 1.18 3.24 0.27
C -1.81 -0.06 -0.92
H -0.30 -1.15 2.05
H -1.37 0.26 1.64
O 4.18 -0.51 -0.37
H 1.81 3.95 0.75
H -0.28 -2.62 -1.39
H -1.78 -0.03 -2.04
N 0.40 -0.42 -0.26
H -2.11 -2.63 -0.83
C -1.07 -2.42 -0.59
S 1.69 -1.32 -0.15
H 0.49 3.25 1.06
C -1.13 -0.83 1.41
C -0.91 -0.99 -0.09
C 1.95 2.04 0.07
H 0.73 3.45 -0.72
H -0.90 -3.12 0.25
C 3.01 -0.24 -0.37
*
```

Properties
- LUMO energy (spin up / spin down) (eV) = -0.1 / 0.3
- DFT total energy (eV) = -23311.5586
- energy above the lowest of the compared OMol25 structures with the same formula, charge and spin (kcal per mole) = 134.06

---

C7H12N2OS | ωB97M-V/def2-TZVPD

Structure (ORCA input):
```
! wB97M-V def2-TZVPD RIJCOSX def2/J DEFGRID3
* xyz 0 1
H -0.97 -3.24 -0.54
H 1.69 2.50 0.92
C 1.27 0.69 -1.50
N -0.74 0.25 -0.08
C -1.38 -1.28 0.01
C -0.45 -2.42 -0.04
H 0.53 -2.14 -0.46
H -0.12 -2.81 1.03
C 1.44 -0.23 0.98
H 0.96 -0.45 1.89
O -4.43 0.25 0.20
H 0.30 2.90 -0.18
H 0.01 1.95 1.39
H 2.08 1.42 -1.52
C -3.28 -0.09 0.06
H 2.35 0.38 1.22
S -2.02 1.29 -0.22
H 0.61 0.84 -2.34
H 1.57 -0.29 -1.73
C 0.75 2.11 0.53
N -2.62 -1.28 0.07
H 1.78 -1.09 0.36
C 0.69 0.75 -0.05
*
```

Properties
- SMILES = Cc1nc(=O)sn1C(C)(C)C
- LUMO energy (eV) = 0.4
- DFT total energy (eV) = -23314.4303
- energy above the lowest of the compared OMol25 structures with the same formula, charge and spin (kcal per mole) = 67.84

---

C7H12N2OS | ωB97M-V/def2-TZVPD

Structure (ORCA input):
```
! wB97M-V def2-TZVPD RIJCOSX def2/J DEFGRID3
* xyz 0 1
C 1.68 -1.04 -0.25
H -1.31 2.05 -0.45
H 0.84 2.54 2.11
H -1.15 -0.71 -1.33
O -0.98 -1.05 1.69
H 3.29 -1.09 -1.52
H 2.87 -2.86 -0.84
C -0.64 -1.12 0.51
C -2.50 0.18 -0.13
C 3.03 -1.72 -0.62
C 0.60 -1.68 0.11
H -3.24 -0.34 0.56
S 1.50 1.73 -0.01
H 0.82 0.76 2.18
H 3.78 -1.73 0.23
H -2.93 0.36 -1.05
C -1.99 1.56 0.29
H -1.32 1.64 1.16
C 0.99 1.64 1.61
N 1.81 0.30 -0.68
N -1.38 -0.63 -0.43
H 0.66 -2.76 -0.06
H -2.83 2.29 0.31
*
```

Properties
- LUMO energy (spin up / spin down) (eV) = -0.5 / -0.5
- DFT total energy (eV) = -23312.9236
- energy above the lowest of the compared OMol25 structures with the same formula, charge and spin (kcal per mole) = 102.59

---

C7H12N2OSi | ωB97M-V/def2-TZVPD

Structure (ORCA input):
```
! wB97M-V def2-TZVPD RIJCOSX def2/J DEFGRID3
* xyz 0 1
C 0.29 -0.75 -0.53
N -3.99 0.06 -0.92
C -4.37 0.36 0.38
O -4.81 1.34 0.90
C 3.13 -1.17 -0.42
C 1.82 0.57 1.72
H 3.94 -0.85 0.22
N -3.89 -0.85 0.84
H 2.78 -2.16 -0.03
H 2.91 2.44 -0.85
H 3.37 -1.32 -1.42
C -3.68 -1.27 -0.47
H 1.21 2.30 -0.81
H 2.17 1.51 -2.13
H -3.52 -1.18 1.68
H 2.81 0.89 1.89
H -4.59 0.22 -1.71
C -0.96 -1.18 -0.58
H -1.22 -2.09 -0.97
H 1.54 -0.11 2.51
H 1.10 1.37 1.81
C 2.17 1.76 -1.01
Si 1.81 0.12 -0.08
*
```

Properties
- LUMO energy (eV) = 0.0
- DFT total energy (eV) = -20353.9202
- energy above the lowest of the compared OMol25 structures with the same formula, charge and spin (kcal per mole) = 118.09

---

C7H12N3 | ωB97M-V/def2-TZVPD

Structure (ORCA input):
```
! wB97M-V def2-TZVPD RIJCOSX def2/J DEFGRID3
* xyz 1 1
H 1.55 -2.01 -0.26
C 0.55 -1.87 0.01
H 1.08 0.67 -2.01
H 1.52 1.07 0.78
H -2.43 -3.29 1.15
C 1.06 2.63 -1.29
C -1.65 -2.43 0.81
N 0.32 -0.55 0.25
H -2.85 -0.85 1.58
H 0.81 2.92 -0.30
N 0.70 1.16 -1.26
C -0.88 -0.14 0.76
C -1.85 -1.10 1.05
H 2.13 2.63 -1.44
H -0.33 -3.95 0.22
N -1.06 1.16 0.91
C 1.31 0.40 -0.10
C -0.40 -2.85 0.27
H 0.49 3.11 -2.10
H -2.01 1.53 0.71
H -0.24 1.85 0.85
H 2.18 -0.10 -0.60
*
```

Properties
- SMILES = CNCn1ccccc1=[NH2+]
- LUMO energy (eV) = -3.8
- DFT total energy (eV) = -11916.3613
- energy above the lowest of the compared OMol25 structures with the same formula, charge and spin (kcal per mole) = 50.27

---

C7H12N3 | ωB97M-V/def2-TZVPD

Structure (ORCA input):
```
! wB97M-V def2-TZVPD RIJCOSX def2/J DEFGRID3
* xyz 1 1
H 1.81 0.82 -1.52
N 1.92 -0.10 0.43
C 1.39 0.69 -0.37
H -0.29 -0.66 1.43
H -1.41 2.45 -0.28
C 3.08 -0.80 0.25
N 4.06 -0.27 -0.31
C -1.28 -0.51 1.46
C -1.70 0.78 0.86
H 0.62 2.39 -0.98
H -0.59 -1.43 -0.92
N -0.88 1.67 0.10
C 0.34 1.66 -0.33
H -1.75 -0.23 -1.82
H -1.60 -0.89 2.35
C -2.15 -0.60 0.18
C -1.62 -1.03 -1.17
H -2.60 1.12 1.41
H 4.99 -0.63 -0.29
H 3.00 -1.68 0.79
H -2.20 -1.82 -1.46
H -3.13 -0.91 0.20
*
```

Properties
- SMILES = [H]/N=C/N=C/C=[NH+]\[C@@H]1C[C@@H]1C
- LUMO energy (eV) = -5.7
- DFT total energy (eV) = -11912.6243
- energy above the lowest of the compared OMol25 structures with the same formula, charge and spin (kcal per mole) = 136.45

---

Number 5 is which compound? C7H12N2O3S

---

Number 10 is which compound? C7H12N3

---

Repeat the tenth record exactly.
C7H12N3 | ωB97M-V/def2-TZVPD

Structure (ORCA input):
```
! wB97M-V def2-TZVPD RIJCOSX def2/J DEFGRID3
* xyz 1 1
H 1.55 -2.01 -0.26
C 0.55 -1.87 0.01
H 1.08 0.67 -2.01
H 1.52 1.07 0.78
H -2.43 -3.29 1.15
C 1.06 2.63 -1.29
C -1.65 -2.43 0.81
N 0.32 -0.55 0.25
H -2.85 -0.85 1.58
H 0.81 2.92 -0.30
N 0.70 1.16 -1.26
C -0.88 -0.14 0.76
C -1.85 -1.10 1.05
H 2.13 2.63 -1.44
H -0.33 -3.95 0.22
N -1.06 1.16 0.91
C 1.31 0.40 -0.10
C -0.40 -2.85 0.27
H 0.49 3.11 -2.10
H -2.01 1.53 0.71
H -0.24 1.85 0.85
H 2.18 -0.10 -0.60
*
```

Properties
- SMILES = CNCn1ccccc1=[NH2+]
- LUMO energy (eV) = -3.8
- DFT total energy (eV) = -11916.3613
- energy above the lowest of the compared OMol25 structures with the same formula, charge and spin (kcal per mole) = 50.27

---

Which formula does entry 7 have? C7H12N2OS